Entry one
ORCA calculation (ωB97M-V with the def2-TZVPD basis set) on 11 unconnected molecules or ions with the total composition C30H84N2O22.

Properties
- net charge = 0
- LUMO energy (eV) = 0.21
- molar mass (g/mol) = 824.99

Last column: Mulliken charge in e.
CARTESIAN COORDINATES (ANGSTROEM)
1 H 2.287 -9.690 3.360  0.33
2 H 0.137 -3.289 13.728  0.38
3 H -5.965 5.929 -2.348  0.34
4 H -3.343 -2.357 -10.975  0.34
5 H -2.862 9.674 6.573  0.31
6 H -4.181 7.751 5.100  0.33
7 C -2.182 9.402 5.766  -0.79
8 H -1.220 -3.427 12.837  0.40
9 C -5.131 1.041 4.514  -0.68
10 O 8.912 2.343 -1.246  -0.53
11 H -4.674 8.012 -1.822  0.38
12 O 1.651 -1.626 12.149  -0.50
13 H -0.388 -2.563 2.658  0.31
14 C -4.304 3.257 5.092  -0.33
15 H 5.328 1.193 5.895  0.24
16 C 2.586 5.321 -8.275  -0.40
17 O 2.108 -10.463 1.298  -0.52
18 H -2.798 3.571 6.697  0.39
19 O -4.079 1.862 5.098  -0.32
20 H -5.169 -10.181 -0.441  0.31
21 H 4.948 0.085 7.184  0.31
22 H -6.376 -8.076 0.965  0.22
23 C -4.840 -7.570 -0.424  -0.56
24 H -4.000 3.662 -3.211  0.37
25 H 1.637 -3.151 -0.450  0.26
26 H 5.441 1.375 8.537  0.32
27 H 1.875 5.915 -8.849  0.32
28 O -0.024 -3.070 1.928  -0.51
29 H 1.805 -11.270 3.111  0.30
30 H 4.383 -10.635 3.840  0.31
31 O -2.624 8.412 -4.335  -0.29
32 H 7.941 1.087 -4.146  0.31
33 H 1.706 -1.764 13.098  0.31
34 H -4.976 -6.505 -0.238  0.34
35 H -0.806 -1.590 0.823  0.27
36 H -2.297 3.579 5.033  0.27
37 O -1.905 -3.353 -8.027  -0.50
38 H -0.034 -3.631 -0.662  0.24
39 H 4.409 -10.153 2.084  0.29
40 H 7.274 -0.982 7.111  0.24
41 C -4.297 7.766 -2.815  -0.50
42 C -3.223 -2.293 -9.894  -0.55
43 H 6.354 2.215 -2.071  0.29
44 H -3.168 6.164 -3.255  0.29
45 C 6.863 -0.406 6.281  -0.28
46 O -2.087 8.003 5.484  -0.32
47 H 8.001 2.798 -3.710  0.30
48 H -6.090 1.440 4.845  0.30
49 H -2.202 10.001 4.856  0.30
50 H -4.540 3.921 -1.653  0.32
51 H -3.440 9.645 -2.671  0.41
52 H -4.939 0.040 4.899  0.24
53 O 5.963 1.571 7.755  -0.53
54 H 8.533 1.916 -0.474  0.31
55 H 2.059 3.930 -6.645  0.21
56 H -0.156 3.664 -7.741  0.29
57 C -6.038 2.326 -3.620  -0.78
58 H 4.769 -9.944 -4.805  0.31
59 C 3.985 -10.813 2.841  -0.45
60 C -6.050 -8.330 -0.044  -0.16
61 H 6.240 -7.559 -4.880  0.21
62 H -2.122 5.930 3.883  0.29
63 C 2.485 -10.528 2.692  -0.33
64 H -2.567 -0.518 -10.221  0.32
65 H -5.079 0.975 3.427  0.26
66 O 6.389 -7.951 -7.366  -0.51
67 H 2.566 5.957 -7.390  0.26
68 H -0.662 -1.669 14.322  0.32
69 C 8.950 1.414 -2.367  -0.32
70 H -5.466 2.567 -4.517  0.34
71 C -3.140 8.672 -3.058  -0.65
72 H -4.179 -2.581 -9.457  0.27
73 O -3.712 -7.860 0.459  -0.50
74 H -6.941 1.817 -3.956  0.27
75 H -1.210 8.703 -5.768  0.23
76 H 1.311 -3.478 11.749  0.24
77 C -3.057 6.076 4.424  -0.55
78 O 7.933 0.404 5.689  -0.52
79 C -3.202 7.574 4.653  -0.61
80 H 4.069 5.969 -9.165  0.31
81 H -5.420 1.540 -3.185  0.32
82 H -4.315 3.487 4.026  0.26
83 H -3.567 -7.080 1.000  0.31
84 H -5.098 7.957 -3.530  0.31
85 H 2.003 3.118 -8.192  0.33
86 H 4.524 -7.979 -4.607  0.34
87 N -3.078 5.425 5.733  -0.27
88 C -0.360 -2.762 12.913  -0.73
89 H 1.210 -10.135 1.205  0.29
90 H 1.534 -1.451 -1.473  0.31
91 H -2.269 8.496 -2.426  0.36
92 C 0.159 -2.082 0.943  -0.23
93 H 9.895 1.467 -2.908  0.29
94 O 6.499 1.571 -2.768  -0.51
95 H -1.130 -2.652 -9.805  0.24
96 C 7.854 1.791 -3.318  -0.39
97 N -3.916 6.398 -2.618  -0.38
98 O 5.440 -9.546 -5.364  -0.56
99 C -4.858 4.078 -2.684  -0.64
100 H 8.595 0.420 -2.094  0.26
101 C -1.581 9.268 -4.913  -0.72
102 C 0.637 -2.623 11.703  -0.26
103 O 3.856 5.060 -8.941  -0.50
104 H -3.808 5.684 3.739  0.37
105 H -2.107 -2.513 -7.609  0.29
106 H 6.406 -8.882 -7.136  0.34
107 O -5.988 -9.753 -0.181  -0.53
108 O -3.139 -0.937 -9.573  -0.51
109 C 5.773 0.606 6.698  -0.36
110 C 1.849 4.080 -7.704  -0.28
111 H -1.265 9.611 6.318  0.27
112 O -6.106 3.483 -2.876  -0.31
113 H 8.208 1.050 6.343  0.30
114 C -2.021 -3.160 -9.436  -0.21
115 H -2.007 -4.108 -9.975  0.32
116 O -0.789 -1.498 13.386  -0.47
117 H -2.397 5.792 6.382  0.25
118 C 5.375 -8.090 -5.278  -0.27
119 O 0.638 -1.783 -1.380  -0.54
120 H -5.192 3.598 5.625  0.32
121 H -5.393 5.600 -3.965  0.26
122 H 4.554 -12.237 1.716  0.32
123 H 0.838 -1.277 1.224  0.24
124 H 5.036 -6.470 -6.707  0.31
125 H 0.111 -2.593 10.749  0.32
126 H 4.328 -7.968 -7.172  0.25
127 H -4.555 -7.654 -1.473  0.27
128 O 0.463 4.398 -7.739  -0.54
129 C 5.207 -7.546 -6.684  -0.41
130 H 6.439 -1.112 5.568  0.27
131 H -6.971 -7.983 -0.513  0.29
132 O 4.283 -12.138 2.631  -0.52
133 C -5.104 5.574 -2.914  -0.48
134 H -2.013 10.192 -5.296  0.27
135 C 0.609 -2.796 -0.382  -0.36
136 H -3.189 8.092 3.695  0.41
137 H -0.747 9.412 -4.226  0.30
138 C -3.093 3.906 5.702  -0.68

=====

Entry two
ORCA calculation (ωB97M-V with the def2-TZVPD basis set) on 11 unconnected molecules or ions with the total composition C30H84N2O22.

Properties
- net charge = 0
- LUMO energy (eV) = 0.56
- molar mass (g/mol) = 824.99

Last column: Mulliken charge in e.
CARTESIAN COORDINATES (ANGSTROEM)
1 C 1.923 -3.400 3.535  -0.49
2 C 1.392 5.174 2.226  -0.68
3 H 5.315 -1.435 2.162  0.35
4 H 4.074 -3.197 -5.871  0.51
5 C -1.220 -0.615 0.301  0.09
6 C -3.902 -6.173 0.951  -0.60
7 H -6.681 -0.759 3.025  0.29
8 H -4.513 -5.572 1.623  0.31
9 C 1.974 -2.996 -5.314  -0.93
10 C 4.794 0.063 0.798  0.06
11 H 2.611 -4.816 -1.219  0.44
12 H 0.808 -0.938 3.931  0.26
13 H 2.513 -4.058 2.840  0.27
14 H -0.871 -2.543 -4.979  0.38
15 H 5.759 -1.870 0.473  0.41
16 O -2.320 -4.164 0.769  -0.23
17 C -3.177 6.395 1.223  -0.83
18 C -3.082 0.815 3.371  0.63
19 C 2.225 -3.903 -1.712  0.02
20 H -0.549 2.563 -6.021  0.30
21 H 2.107 -4.038 -2.814  -0.26
22 H 2.565 -3.359 4.487  0.36
23 H -0.217 2.604 -2.246  -0.12
24 H 5.390 -1.159 -4.817  0.39
25 H -4.312 0.527 1.625  0.47
26 H -3.139 -7.088 2.486  0.32
27 H -3.981 3.839 -1.812  0.42
28 O -0.045 -3.969 2.468  -0.59
29 H 1.880 0.488 5.465  0.52
30 H -2.185 3.105 1.775  -0.25
31 H 2.139 1.099 -1.247  -0.64
32 H 4.572 2.052 -2.812  0.35
33 C -0.235 -1.774 -5.364  -1.13
34 H 1.738 4.918 3.214  0.32
35 H -1.496 4.448 -1.116  0.22
36 H -2.241 6.514 1.769  0.33
37 O -1.256 -1.831 0.931  -0.71
38 H 1.281 -1.274 1.294  -0.90
39 H 0.734 -4.865 4.178  0.46
40 H 1.917 -3.932 -4.793  0.29
41 H -1.571 3.994 -2.934  0.29
42 C -2.928 -5.248 0.134  -0.58
43 H 1.014 -1.534 -1.342  -0.48
44 H 2.942 -0.226 -2.967  -0.66
45 C -3.694 4.453 2.424  -1.09
46 C -0.820 -0.446 -4.877  0.46
47 H 1.193 2.747 5.324  0.33
48 H -0.087 -3.305 4.389  0.33
49 O 3.789 0.601 1.703  -0.60
50 H -0.235 1.712 5.781  0.25
51 O -0.245 2.608 3.891  -0.27
52 H 6.043 -2.681 -4.107  0.29
53 O 0.215 -0.313 4.395  -0.44
54 H 1.761 1.023 3.788  -0.29
55 H -1.689 -4.485 1.443  0.13
56 O -3.217 1.971 -2.407  -0.66
57 H -0.188 -3.107 2.009  0.35
58 O 3.816 -2.162 1.153  -0.52
59 H -3.808 2.663 4.217  0.37
60 O -3.322 -7.282 1.554  -0.53
61 C 2.060 4.228 1.271  0.20
62 O -0.071 4.958 2.192  -0.34
63 H 1.105 -1.925 -3.886  -0.12
64 C -3.118 3.186 -1.647  0.02
65 H 2.605 -1.898 2.473  -0.01
66 C -0.055 0.162 0.897  1.66
67 H -1.124 2.238 -4.520  0.07
68 H -2.958 0.355 4.376  0.48
69 O 3.108 -2.805 -1.474  -0.48
70 H -1.938 -0.508 -4.949  0.50
71 N -3.078 2.226 3.570  -0.42
72 H -4.371 -0.742 2.762  0.86
73 H -1.992 1.544 -5.929  0.43
74 O 1.510 4.294 -0.033  -0.62
75 H 0.007 -4.131 -1.427  0.18
76 H -2.176 0.498 2.861  -0.97
77 H 0.105 1.130 0.386  -0.44
78 H -2.202 -0.101 0.327  0.25
79 O 1.224 -0.532 0.699  2.26
80 H -1.616 -2.537 0.365  0.11
81 H -2.957 4.980 3.072  0.48
82 H -7.460 0.940 3.228  0.30
83 H 2.936 0.413 1.293  0.00
84 O 1.851 -2.064 3.102  -0.37
85 H 1.750 -3.278 -6.336  0.51
86 H 0.976 0.935 -2.481  -0.68
87 H 0.599 4.168 0.158  0.18
88 H -3.168 2.965 -0.540  -0.19
89 H -4.699 4.525 2.830  0.41
90 H -4.524 -6.568 0.152  0.36
91 H -0.684 -0.351 -3.807  -0.47
92 H -0.060 0.396 1.916  -0.87
93 H 1.560 6.215 2.047  0.38
94 H 2.968 1.061 -4.218  0.28
95 C -3.170 3.045 2.290  0.54
96 O -3.505 5.030 1.127  -0.16
97 C 2.003 1.370 -2.278  2.22
98 O 4.339 1.133 -2.557  -0.57
99 H 3.166 4.398 1.338  0.41
100 C -1.721 3.653 -1.881  -0.34
101 C -4.369 0.327 2.649  -1.22
102 C 3.429 -2.575 -5.273  -0.71
103 H -3.017 6.773 0.161  0.23
104 H -3.599 -4.735 -0.592  0.38
105 H -0.192 4.180 2.776  0.33
106 H 5.781 0.602 1.087  0.29
107 H -6.706 0.492 1.757  0.32
108 H -1.173 2.314 4.004  0.08
109 H 5.493 -1.282 -3.150  0.27
110 O -0.919 2.526 -1.599  0.10
111 C -1.061 1.770 -5.444  -0.64
112 H -1.064 -0.688 -0.805  -0.09
113 H -3.785 2.552 1.544  0.09
114 O 0.618 -2.176 -1.965  -0.27
115 C 0.475 1.978 4.992  -0.89
116 H 0.937 -3.025 -0.233  -0.27
117 H 1.997 3.238 -1.467  0.54
118 O 1.982 2.803 -2.338  -0.77
119 C 1.160 0.721 4.700  0.45
120 H 3.451 -2.460 0.354  0.30
121 H -2.372 1.793 -2.768  0.20
122 H -4.012 7.059 1.635  0.28
123 H 1.896 3.203 1.585  -0.17
124 C -6.661 0.337 2.829  -0.82
125 H 4.491 0.292 -0.227  -0.17
126 N 1.210 -1.844 -4.873  0.27
127 O -5.480 0.888 3.382  -0.39
128 H 3.669 -2.785 -2.248  0.26
129 C 4.986 -1.413 1.132  -0.60
130 O -0.227 0.670 -5.449  -0.37
131 H 3.353 -1.619 -5.832  0.37
132 O 3.967 -2.414 -4.001  -0.22
133 C 0.803 -3.360 -1.254  0.27
134 H -0.202 -1.777 -6.427  0.53
135 C 0.510 -3.913 3.758  -0.64
136 H -2.221 -5.804 -0.387  0.40
137 C 5.295 -1.908 -3.998  -0.92
138 C 3.077 0.797 -3.136  0.13

=====

Short version: entry one is the least stable of them.